8
Properties=species:S:1:pos:R:3:forces:R:3:mulliken_charge:R:1 method="wB97M-V/def2-TZVPD" total_energy_ha=-3125.38145 homo_energy_ev=-8.95 relative_energy_kj_mol=143.8 homo_lumo_gap_ev=8.40 e_lumo_ev=-0.6 charge=0
C 0.256448 -0.183242 -0.206815 1.34 -1.49 0.74 0.19
C -0.686543 0.883339 0.149109 -2.03 -4.19 1.99 -0.99
O 1.556128 -2.362659 0.032435 0.07 -0.79 0.49 -0.51
S 0.518939 -1.599342 0.740608 0.04 2.87 -2.56 0.38
Br 1.307111 0.073543 -1.764069 -0.37 -0.32 0.57 -0.06
H -0.424738 1.852653 0.189713 1.39 3.27 -0.71 0.41
H -1.629561 0.682695 -0.353923 -0.10 0.51 -0.32 0.30
H -0.897784 0.653012 1.212943 -0.33 0.14 -0.20 0.29